No. 1
C5H5N | wB97M-V/def2-TZVPD

The value obtained for the LUMO energy is 1.173 eV. Its multiplicity is 1. The calculation puts the maximum force at 0.6 eV/Å. The value obtained for the energy is -6751.067 eV. The gap between HOMO and LUMO comes out at 10.5877 eV. Its SMILES is C1=CC1[C@@H]1C=N1.

Structure (XYZ):
```
11
Properties=species:S:1:pos:R:3:forces:R:3:mulliken_charge:R:1
C -0.0905 0.9759 0.2494 -0.3 0.0 0.0 -0.50
C 1.3370 0.5257 0.3599 0.1 0.1 -0.2 -0.40
C 0.9047 0.7246 -0.8426 0.3 0.1 0.1 -0.29
N -1.3214 -0.9482 -0.9038 0.2 -0.5 0.3 -0.47
C -1.0991 -0.1473 0.3747 0.0 0.2 0.2 0.04
C -0.5655 -1.4292 -0.0239 -0.4 -0.1 -0.3 -0.22
H -0.3749 2.0013 0.5023 0.0 -0.3 0.0 0.40
H 2.0438 0.0447 1.0210 0.0 0.3 -0.1 0.35
H 0.9492 0.5615 -1.9081 0.2 0.2 0.2 0.34
H -1.9492 -0.0927 1.0540 0.2 0.1 -0.1 0.45
H 0.1659 -2.2162 0.1171 -0.3 -0.1 -0.1 0.30
```
Forces are in eV/Å.

=====

No. 2
C5H5N | wB97M-V/def2-TZVPD

The value obtained for the LUMO energy is 0.547 eV. Its multiplicity is 1. The calculation puts the maximum force at 3.4 eV/Å. The value obtained for the energy is -6752.058 eV. The gap between HOMO and LUMO comes out at 10.0138 eV. Its SMILES is C#CC=C.C#N.

Structure (XYZ):
```
11
Properties=species:S:1:pos:R:3:forces:R:3:mulliken_charge:R:1
C 2.9098 -0.8202 0.1515 -1.0 -2.5 2.0 0.04
C 0.2578 -1.8461 0.0033 -0.2 1.0 -0.6 -0.26
C -0.2954 -0.7718 0.0261 0.7 -1.5 0.9 -0.03
C -0.9111 0.4706 0.2348 -0.3 1.2 -1.9 -0.43
C -0.7163 1.4017 -0.7290 -0.7 0.8 0.9 -0.57
N 3.4694 -0.0657 -0.4656 1.3 2.1 -1.6 -0.35
H 1.0140 -2.5091 -0.3083 -0.2 -0.9 0.0 0.48
H -1.6049 0.5515 1.0648 0.1 0.3 -0.2 0.30
H -1.2110 2.3721 -0.7822 -0.2 -0.2 0.8 0.26
H 2.4744 -1.6103 0.7456 0.3 0.7 -0.2 0.30
H -0.0358 1.3746 -1.5621 0.3 -1.0 0.0 0.26
```
Forces are in eV/Å.

=====

No. 3
C5H5N2 | wB97M-V/def2-TZVPD

As for the charge: +1. The value obtained for the LUMO energy is -4.115 eV. Its multiplicity is 1. The calculation puts the maximum force at 5.2 eV/Å. The value obtained for the energy is -8234.769 eV. The gap between HOMO and LUMO comes out at 9.7348 eV. Its SMILES is C#[N+]/C=C1N=C\1C.

Structure (XYZ):
```
12
Properties=species:S:1:pos:R:3:forces:R:3:mulliken_charge:R:1
C -1.3264 0.4579 0.8466 -1.3 0.7 -1.9 -0.35
C -0.8959 0.3168 3.2830 0.0 -0.3 1.5 0.10
C -0.2563 0.1994 0.0964 1.8 -1.0 -2.2 0.43
C 0.6107 -0.1005 -1.0287 -1.1 0.7 5.0 0.53
C 1.0737 -0.4087 -2.3434 2.1 1.6 -0.7 -1.06
N -1.1834 0.3648 2.1705 0.6 0.1 2.3 -0.02
N 1.0067 -0.2939 0.2424 0.1 0.3 -2.3 -0.44
H -2.2398 0.8155 0.3674 0.1 -0.2 0.8 0.38
H -0.6563 0.2296 4.4141 -0.5 0.2 -2.5 0.42
H 0.4055 -0.3773 -3.1481 -1.4 0.1 -0.8 0.34
H 1.9947 0.1601 -2.6935 -1.1 -0.2 0.9 0.33
H 1.4669 -1.3638 -2.2066 0.6 -2.0 -0.1 0.33
```
Forces are in eV/Å.

=====

No. 4
C5H5N2O | wB97M-V/def2-TZVPD

As for the charge: +1. The value obtained for the LUMO energy is -5.001 eV. Its multiplicity is 1. The calculation puts the maximum force at 3.1 eV/Å. The value obtained for the energy is -10282.807 eV. The gap between HOMO and LUMO comes out at 8.4004 eV.

Structure (XYZ):
```
13
Properties=species:S:1:pos:R:3:forces:R:3:mulliken_charge:R:1
C -0.0182 1.1559 0.3189 -0.7 0.2 -0.8 -0.44
C -0.0647 -0.8943 -0.9408 -1.0 -1.8 -0.9 -0.45
C 0.3695 0.4284 1.4272 1.4 2.4 1.5 -0.13
C 0.4324 -1.6114 0.1681 -0.7 -0.5 0.0 -0.15
C -0.2721 0.4693 -0.8621 -0.4 0.8 -0.4 0.47
N -1.0693 1.3391 -2.4443 1.0 -1.7 0.7 0.23
N 0.6380 -0.8663 1.3260 0.9 -2.5 0.8 -0.08
O -1.5847 2.3104 -2.2254 -0.2 0.7 0.6 -0.11
H -0.2078 2.2352 0.2958 0.2 -0.4 0.6 0.38
H -0.4960 -1.4332 -1.8822 1.3 0.7 1.8 0.30
H 0.6818 0.9333 2.4284 -0.9 -1.0 -1.9 0.31
H 0.5288 -2.7853 0.1589 0.1 2.8 0.4 0.34
H 1.0623 -1.2811 2.2317 -1.1 0.3 -2.3 0.33
```
Forces are in eV/Å.

=====

No. 5
C5H5N2O4S2 | wB97M-V/def2-TZVPD

As for the charge: -1. The value obtained for the LUMO energy (alpha / beta) is 2.965 / 1.232 eV. Its multiplicity is 3. The calculation puts the maximum force at 4.7 eV/Å. The value obtained for the energy is -38107.048 eV. The gap between HOMO and LUMO (alpha / beta) comes out at 4.1549 / 6.4432 eV.

Structure (XYZ):
```
18
Properties=species:S:1:pos:R:3:forces:R:3:mulliken_charge:R:1
C -1.2913 -1.3392 -0.4219 -0.8 0.4 -0.6 0.24
C -2.3971 0.6387 0.5304 -1.4 0.6 -1.0 0.27
C 1.4488 1.8214 -1.0218 -1.0 -2.0 -2.0 0.82
C -0.1084 -0.9292 0.1512 2.8 -3.3 -1.7 0.07
C -0.0307 0.1926 0.9034 2.0 2.6 2.5 0.29
N -2.3574 -0.4007 -0.3725 -0.8 -1.1 -0.3 -0.12
N -1.1592 0.9608 1.0094 -2.6 -0.3 -0.8 -0.06
O 0.9272 0.9388 -1.5822 0.2 0.6 0.2 -0.39
O -1.4838 -2.3697 -1.0470 -0.2 -1.7 -0.9 -0.70
O -3.4785 1.2408 0.7008 1.7 -0.3 0.5 -0.73
O 1.9906 2.7552 -0.6537 1.0 1.9 0.8 -0.40
S 3.8902 -0.9852 -0.4445 -2.1 -1.8 0.6 -0.40
S 1.4183 0.8071 1.5567 -0.1 -0.4 0.6 -0.47
H 0.8846 -1.4237 -0.1030 -1.8 0.3 0.4 -0.18
H -3.2436 -0.7861 -0.7544 1.0 0.8 0.7 0.27
H -1.1377 1.6621 1.6650 -0.1 1.9 1.7 0.15
H 3.0494 -0.6102 0.6827 0.8 -0.4 -1.5 0.17
H 3.0786 -2.1735 -0.7987 1.4 2.2 0.7 0.16
```
Forces are in eV/Å.

=====

No. 6
C5H5N3 | wB97M-V/def2-TZVPD

The value obtained for the LUMO energy is -0.191 eV. Its multiplicity is 1. The calculation puts the maximum force at 5.5 eV/Å. The value obtained for the energy is -9731.648 eV. The gap between HOMO and LUMO comes out at 9.3920 eV. Its SMILES is C=C1C=NC=NN=C1.

Structure (XYZ):
```
13
Properties=species:S:1:pos:R:3:forces:R:3:mulliken_charge:R:1
C 1.7753 -0.2575 0.6003 -0.3 3.8 -2.1 -0.94
C 0.5732 -0.1101 -0.0631 5.2 1.4 0.9 0.37
C 0.1345 1.2575 -0.5792 -3.1 -1.0 -0.4 -0.05
C -1.8112 0.5452 0.5065 0.3 -0.1 -1.6 0.19
C -0.0820 -1.3156 -0.5475 1.6 1.2 0.8 -0.03
H 2.2680 -1.1545 0.8179 0.0 -1.5 0.5 0.38
H 2.5376 0.6380 0.6524 -2.0 -1.5 0.3 0.22
H 0.5930 1.9967 -1.3294 -0.1 -1.4 1.4 0.35
H -2.1515 1.2692 1.2139 -1.6 -0.8 1.3 0.38
H 0.6811 -2.0032 -0.8799 -0.6 -0.8 -0.6 0.39
N -1.1358 1.4112 -0.3377 2.8 0.7 -1.4 -0.46
N -2.0941 -0.7032 0.3484 0.8 0.4 1.3 -0.37
N -1.2881 -1.5736 -0.4026 -2.9 -0.3 -0.5 -0.43
```
Forces are in eV/Å.

=====

No. 7
C5H5N3 | wB97M-V/def2-TZVPD

The value obtained for the LUMO energy is 0.781 eV. Its multiplicity is 1. The calculation puts the maximum force at 2.6 eV/Å. The value obtained for the energy is -9732.748 eV. The gap between HOMO and LUMO comes out at 8.4554 eV.

Structure (XYZ):
```
13
Properties=species:S:1:pos:R:3:forces:R:3:mulliken_charge:R:1
C -1.0784 1.0034 0.1955 -0.3 2.6 -0.1 -0.30
C -1.3847 -1.1436 0.0682 0.0 -1.2 0.5 -0.42
C -0.4052 -0.2114 0.3823 -1.4 -0.4 -1.0 0.62
C 0.9652 -0.4381 0.7537 0.6 -0.1 -0.1 -0.32
C 3.1675 0.2832 -0.2003 -1.7 -1.0 -0.8 -0.37
N -2.3698 0.8626 -0.1437 1.9 0.5 0.7 -0.73
N 1.9798 -0.1326 0.1719 1.3 0.7 0.0 -0.13
N -2.5448 -0.4524 -0.2096 1.9 0.2 0.1 0.20
H -0.6584 2.0401 0.3169 -0.5 -1.3 -0.1 0.38
H -1.2003 -2.2448 0.0271 -0.9 1.2 0.0 0.39
H 3.6889 -0.2611 -1.0020 -0.3 0.1 0.7 0.24
H 3.3458 1.3325 -0.0994 0.3 0.4 0.5 0.24
H -3.5057 -0.6379 -0.2607 -1.0 -1.5 -0.3 0.21
```
Forces are in eV/Å.

=====

No. 8
C5H5N3O | wB97M-V/def2-TZVPD

The value obtained for the LUMO energy (alpha / beta) is -0.566 / -0.560 eV. Its multiplicity is 1. The calculation puts the maximum force at 5.0 eV/Å. The value obtained for the energy is -11777.050 eV. The gap between HOMO and LUMO (alpha / beta) comes out at 7.6582 / 7.6625 eV. Its SMILES is C1=CC=NCC=1.N#[N+][O-].

Structure (XYZ):
```
14
Properties=species:S:1:pos:R:3:forces:R:3:mulliken_charge:R:1
C -0.6520 -0.5897 0.3478 -1.7 -3.3 1.4 -0.24
C -0.2047 1.1283 -1.7472 -1.9 0.6 -1.0 -0.03
C 0.3240 0.2459 0.2817 0.5 1.3 0.1 0.16
C -1.0985 -0.9748 -1.1214 -2.4 0.1 4.4 -0.33
C 0.7020 1.1371 -0.6060 3.7 1.4 0.5 -0.46
N -1.0322 0.1741 -1.9357 -0.1 0.7 -1.5 -0.50
N 1.3842 -0.1559 2.9688 -0.9 0.3 2.1 0.78
N 2.0273 0.3920 2.2669 1.7 0.6 -1.7 -0.29
O 0.6850 -0.5656 3.8280 -0.4 -0.8 0.0 -0.53
H -1.1149 -1.0472 1.3189 0.3 1.4 -2.1 0.27
H -0.2255 1.8905 -2.5607 0.4 -0.4 0.9 0.39
H -0.4795 -1.6802 -1.5157 1.6 -2.3 -1.5 0.27
H -2.1276 -1.5242 -0.9035 1.8 1.7 -1.1 0.26
H 1.8124 1.5695 -0.6218 -2.6 -1.2 -0.5 0.25
```
Forces are in eV/Å.

=====

No. 9
C5H5N3O2 | wB97M-V/def2-TZVPD

The value obtained for the LUMO energy is -0.078 eV. Its multiplicity is 1. The calculation puts the maximum force at 5.8 eV/Å. The value obtained for the energy is -13826.170 eV. The gap between HOMO and LUMO comes out at 7.7327 eV.

Structure (XYZ):
```
15
Properties=species:S:1:pos:R:3:forces:R:3:mulliken_charge:R:1
C 1.7386 -0.8770 -0.0495 1.3 0.6 -1.1 -0.59
C 0.8508 -1.4271 0.7947 -4.4 -1.9 3.3 -0.66
C 1.0294 0.0511 -0.6893 0.5 2.3 -2.0 0.19
C -0.4245 -0.8470 0.7198 1.2 -0.7 0.7 0.33
C -1.2865 1.0264 -0.5116 -3.8 -2.6 -3.6 0.30
N -0.9143 2.3639 -0.6840 -0.9 1.4 0.4 -0.29
N -1.6215 2.1519 0.3160 1.1 0.2 -0.3 -0.33
N -0.2563 0.1339 -0.2397 -1.6 -1.2 1.6 0.19
O 1.4114 0.8290 -1.7314 0.6 3.5 0.6 -0.57
O -1.7022 -1.0390 1.2854 1.4 1.1 -4.2 -0.51
H 2.7623 -1.1673 -0.1707 0.1 0.1 -0.2 0.50
H 1.0248 -2.2209 1.4487 0.4 -1.2 0.9 0.45
H -2.3802 0.4725 -1.2625 3.7 1.9 2.3 0.32
H 1.5561 1.8139 -1.3952 -0.4 -3.0 -1.1 0.36
H -1.7880 -1.2643 2.1694 0.7 -0.6 2.6 0.31
```
Forces are in eV/Å.

=====

No. 10
C5H5N3O3 | wB97M-V/def2-TZVPD

The value obtained for the LUMO energy is -0.839 eV. Its multiplicity is 1. The calculation puts the maximum force at 7.7 eV/Å. The value obtained for the energy is -15867.956 eV. The gap between HOMO and LUMO comes out at 7.3776 eV.

Structure (XYZ):
```
16
Properties=species:S:1:pos:R:3:forces:R:3:mulliken_charge:R:1
C -0.5723 1.4575 -0.0641 3.3 1.4 -2.1 -0.40
C 0.2045 0.2119 0.2647 -1.1 2.9 -3.4 0.60
C 1.4834 -0.3001 0.3282 2.0 2.5 1.5 -0.68
C 1.2880 -1.5862 0.7165 -3.5 -1.3 -1.0 -0.25
C -0.0418 -1.8208 0.5029 0.6 -4.2 -0.4 0.13
H -1.4952 3.7390 -0.3733 4.1 -0.1 -3.6 0.31
H 0.2971 4.4343 -1.7524 -3.7 -3.4 2.8 0.31
H -1.8122 1.1642 0.2130 3.6 2.1 -1.2 0.23
H 2.5568 0.0471 0.3427 -1.9 0.7 0.0 0.32
H 1.7872 -2.2792 1.2433 2.7 -2.2 1.0 0.53
N -0.5503 3.4963 -1.2470 0.9 2.2 1.3 -0.58
N 0.2544 2.4145 -0.7890 -6.6 -2.3 3.1 -0.09
N -0.7088 -3.1231 0.2408 -1.6 3.4 0.3 0.97
O -0.6955 -0.7882 0.0785 -0.1 0.8 1.6 -0.25
O -1.8717 -2.9241 -0.1658 1.5 -1.7 0.4 -0.57
O -0.1235 -4.1432 0.4611 -0.1 -0.7 -0.1 -0.57
```
Forces are in eV/Å.

=====

- What is the energy in the fifth record?
  -38107.048 eV